Entry from the Open Molecules 2025 dataset: 2 unconnected molecules or ions with the total composition C6H16Si at a distorted geometry (the ωB97M-V functional and the def2-TZVPD basis).

CARTESIAN COORDINATES (ANGSTROEM)
C: 0.253 -1.315 1.754
C: -0.147 -2.712 -0.472
C: -0.100 2.277 0.851
C: 1.666 1.301 -0.829
C: -0.640 -1.687 0.604
C: 0.259 1.473 -0.356
Si: -1.175 0.996 -1.528
H: 0.270 -2.309 2.365
H: 1.141 -0.926 1.260
H: -0.263 -0.519 2.156
H: -0.521 -2.270 -1.338
H: -0.678 -3.635 -0.078
H: 0.857 -2.750 -0.524
H: -0.499 3.135 0.509
H: -0.792 1.814 1.422
H: 0.788 2.307 1.431
H: 2.219 1.029 -0.028
H: 1.585 0.518 -1.562
H: 1.990 2.277 -1.062
H: -1.703 -1.572 0.898
H: -2.368 1.546 -0.771
H: -0.781 -0.431 -1.838
H: -1.361 1.453 -2.864

The energy relative to the best compared isomer or geometry (same formula, charge and spin) is 620.48 kJ/mol. Its energy is -14352.993 eV. The value obtained for the frontier orbital gap (alpha / beta) is 7.920 / 8.309 eV. The LUMO energy (alpha / beta) comes out at 0.58 / 0.87 eV. Its spin multiplicity is 1.


Entry from the Open Molecules 2025 dataset: 2 unconnected molecules or ions with the total composition C3H4BN at a distorted geometry (the ωB97M-V functional and the def2-TZVPD basis).

CARTESIAN COORDINATES (ANGSTROEM)
B: -0.718 1.133 -0.173
C: 1.889 0.147 0.074
C: -0.571 -1.298 -0.131
C: 0.548 0.433 -0.090
N: 3.031 -0.007 0.282
H: -1.564 1.262 -1.103
H: -1.035 1.505 0.817
H: 0.092 -1.823 0.474
H: -1.673 -1.351 -0.151

The energy relative to the best compared isomer or geometry (same formula, charge and spin) is 494.34 kJ/mol. Its energy is -5335.386 eV. The value obtained for the frontier orbital gap (alpha / beta) is 7.878 / 9.098 eV. The LUMO energy (alpha / beta) comes out at -1.22 / -1.35 eV. Its spin multiplicity is 1.


Entry from the Open Molecules 2025 dataset: 2 unconnected molecules or ions with the total composition C4H13N3O at a distorted geometry (the ωB97M-V functional and the def2-TZVPD basis).

CARTESIAN COORDINATES (ANGSTROEM)
C: 2.663 1.157 -1.559
C: 2.086 1.558 -0.212
C: 1.039 0.557 0.339
N: -1.642 -0.687 -0.292
C: -1.377 0.730 -0.201
N: -0.212 1.228 0.122
N: 2.458 -0.382 -1.948
H: 3.789 1.295 -1.545
H: 2.191 1.747 -2.427
H: 2.978 1.730 0.600
H: 1.613 2.513 -0.199
H: 1.255 0.536 1.477
H: 0.992 -0.498 0.086
H: -2.292 -0.998 -0.959
H: -0.879 -1.346 -0.357
H: -2.294 1.188 -0.203
H: 1.567 -0.666 -1.876
H: 2.912 -0.974 -1.275
H: -4.948 -3.499 3.378
H: -6.092 -2.171 3.289
O: -5.807 -3.020 3.763

The energy relative to the best compared isomer or geometry (same formula, charge and spin) is 352.75 kJ/mol. Its SMILES is N/C=N\CCCN.O. Its energy is -10874.022 eV. The value obtained for the frontier orbital gap is 9.608 eV. The LUMO energy comes out at 0.56 eV. Its spin multiplicity is 1.


Entry from the Open Molecules 2025 dataset: a molecular structure, C25H21ClN5OPt at a distorted geometry (the ωB97M-V functional and the def2-TZVPD basis).

CARTESIAN COORDINATES (ANGSTROEM)
Pt: -0.642 0.235 -0.719
O: -2.277 -1.751 -4.004
C: -1.585 -1.082 -3.254
N: -1.547 -1.227 -1.915
C: -2.429 -2.193 -1.320
C: -2.498 -2.043 0.171
C: -3.066 -3.037 0.963
C: -3.114 -2.860 2.334
C: -2.614 -1.684 2.879
C: -2.091 -0.733 2.024
N: -2.022 -0.917 0.710
C: -0.677 0.002 -3.774
C: -0.436 0.084 -5.140
C: 0.386 1.092 -5.614
C: 0.945 1.983 -4.709
C: 0.664 1.823 -3.361
N: -0.132 0.863 -2.910
H: -2.087 -3.206 -1.579
H: -3.437 -2.100 -1.753
H: -3.459 -3.931 0.502
H: -3.537 -3.622 2.970
H: -2.640 -1.498 3.940
H: -1.726 0.214 2.400
H: -0.899 -0.642 -5.791
H: 0.585 1.181 -6.671
H: 1.587 2.785 -5.039
H: 1.071 2.503 -2.624
C: 4.366 -2.117 -0.765
C: 4.499 -1.424 0.432
C: 3.477 -0.629 0.899
C: 2.281 -0.511 0.164
C: 2.160 -1.211 -1.048
C: 3.192 -2.002 -1.501
N: 1.227 0.231 0.620
N: 1.172 0.552 1.864
C: 0.548 1.389 2.667
C: 0.471 0.958 4.025
C: -0.254 1.648 4.959
C: -0.945 2.804 4.591
C: -0.826 3.284 3.297
C: -0.053 2.648 2.337
H: 5.168 -2.746 -1.116
H: 5.407 -1.510 1.009
H: 3.560 -0.105 1.839
H: 1.221 -1.153 -1.595
H: 3.087 -2.541 -2.429
H: 0.991 0.049 4.291
H: -0.285 1.300 5.980
H: -1.535 3.340 5.316
H: -1.333 4.196 3.021
Cl: -1.116 2.656 -0.181
C: 0.126 3.267 1.000
H: -0.033 4.345 1.040
H: 1.102 3.046 0.569

The net charge is +1. Its energy is -51525.349 eV. The value obtained for the frontier orbital gap (alpha / beta) is 6.292 / 6.336 eV. The LUMO energy (alpha / beta) comes out at -4.24 / -4.23 eV. Its spin multiplicity is 1.


Entry from the Open Molecules 2025 dataset: a gas-phase ion, C2H4NO2S (charge -1) at a distorted geometry (the ωB97M-V functional and the def2-TZVPD basis).

CARTESIAN COORDINATES (ANGSTROEM)
C: -1.154 -0.019 0.359
C: -0.061 -0.200 -0.524
N: -2.039 0.901 0.220
O: 2.613 -1.236 -0.023
O: 2.489 1.185 -0.407
S: 1.981 0.038 0.363
H: -1.196 -0.746 1.195
H: 0.169 -1.240 -0.726
H: -0.046 0.433 -1.400
H: -2.757 0.884 0.943

The energy relative to the best compared isomer or geometry (same formula, charge and spin) is 120.28 kJ/mol. The net charge is -1. Its energy is -18559.316 eV. The value obtained for the frontier orbital gap is 7.202 eV. The LUMO energy comes out at 4.03 eV. Its spin multiplicity is 1.


Entry from the Open Molecules 2025 dataset: 2 unconnected molecules or ions with the total composition C3Cl2F2O2 at a distorted geometry (the ωB97M-V functional and the def2-TZVPD basis).

CARTESIAN COORDINATES (ANGSTROEM)
C: -1.854 -1.045 0.227
C: -1.120 -1.244 -0.828
C: 1.550 1.482 0.640
O: -2.485 -0.911 1.189
O: 0.427 1.528 0.928
F: 2.553 1.988 1.321
F: 2.067 0.917 -0.430
Cl: 0.487 -1.875 -0.612
Cl: -1.627 -0.839 -2.435

The energy relative to the best compared isomer or geometry (same formula, charge and spin) is 0.00 kJ/mol. Its SMILES is O=C=C(Cl)Cl.O=C(F)F. Its energy is -37684.320 eV. The value obtained for the frontier orbital gap is 8.799 eV. The LUMO energy comes out at -0.34 eV. Its spin multiplicity is 1.